No. 1
{"formula": "C34H38CaN6O6P2", "method": "ωB97M-V with the def2-TZVPD basis set", "total_charge": 0, "lumo_ev": -0.96, "gap_ev": 6.3, "homo_energy_ev": -7.275, "species": ["Ca", "C", "C", "C", "C", "C", "C", "C", "C", "C", "H", "H", "H", "H", "H", "H", "H", "H", "H", "H", "H", "H", "H", "H", "H", "P", "P", "N", "N", "N", "N", "C", "C", "C", "C", "C", "C", "C", "C", "C", "C", "C", "C", "C", "C", "C", "C", "C", "C", "H", "H", "H", "H", "H", "H", "H", "H", "H", "H", "H", "H", "H", "H", "H", "H", "H", "H", "H", "H", "O", "C", "O", "C", "C", "C", "C", "C", "C", "N", "O", "O", "N", "O", "O", "H", "H", "H"], "coordinates": [[-1.17734, -1.62689, -0.19767], [2.15881, 3.16389, -5.00156], [2.84904, 3.18095, -3.84845], [2.96906, 4.41295, -3.01009], [1.67632, 5.27543, -2.84200], [0.39570, 4.49902, -2.66031], [-0.38732, 4.14970, -3.68485], [-0.04215, 4.56400, -5.09815], [1.43092, 4.33419, -5.58835], [-3.08273, -1.75935, 1.22945], [2.15710, 2.27742, -5.63927], [3.49194, 2.33775, -3.57883], [3.75012, 5.07016, -3.42880], [3.32140, 4.12154, -2.01021], [1.82484, 5.91264, -1.96115], [1.60307, 5.93396, -3.71355], [0.10594, 4.31052, -1.62306], [-1.36430, 3.67712, -3.53712], [-0.24772, 5.63491, -5.23607], [-0.70040, 4.02297, -5.78676], [1.36737, 4.16751, -6.67378], [1.99646, 5.26255, -5.43211], [-3.41943, -2.81455, 1.13487], [-3.91545, -1.09273, 0.97575], [-2.76834, -1.58075, 2.26518], [-1.02312, 1.07856, 0.99293], [1.56518, -0.26822, 0.44652], [-2.37849, 1.77390, 0.08274], [-1.49064, 1.71635, 2.61462], [1.57625, -0.38193, -1.34888], [3.16853, -0.92753, 0.63731], [0.30430, 2.25379, 0.49646], [1.70770, 1.57895, 0.60990], [-3.29343, 1.01160, -0.67059], [-4.27190, 1.86872, -1.14683], [-3.94161, 3.19273, -0.73436], [-2.78540, 3.10638, 0.02531], [-2.62618, 1.29605, 3.32670], [-2.62626, 1.90928, 4.57675], [-1.45581, 2.73776, 4.65059], [-0.77386, 2.57750, 3.44834], [0.79498, -1.27241, -2.10998], [0.92828, -0.92947, -3.45081], [1.84734, 0.14455, -3.53313], [2.20783, 0.47187, -2.23747], [4.40061, -0.71443, 0.00904], [5.35775, -1.53139, 0.60660], [4.68393, -2.28314, 1.64089], [3.35897, -1.90504, 1.63642], [0.28511, 3.17813, 1.11061], [0.10030, 2.54346, -0.55548], [2.41221, 2.02230, -0.11654], [2.16886, 1.76086, 1.60028], [-3.21511, -0.06548, -0.72502], [-5.14570, 1.56896, -1.72146], [-4.50111, 4.09381, -0.95315], [-2.18702, 3.86940, 0.50865], [-3.29713, 0.56401, 2.90538], [-3.37251, 1.80121, 5.35131], [-1.15568, 3.36021, 5.48165], [0.16254, 2.98808, 3.11360], [0.43818, -2.21644, -1.67772], [0.44408, -1.40522, -4.29597], [2.23119, 0.63662, -4.41983], [2.85535, 1.25438, -1.87323], [4.48150, -0.00155, -0.80361], [6.40620, -1.59950, 0.35368], [5.14178, -3.01148, 2.30878], [2.49916, -2.23969, 2.20033], [-0.46224, -2.72985, 2.12031], [-0.74931, -3.83747, 1.54920], [-0.81911, -3.95304, 0.25956], [-1.05984, -5.10931, 2.39580], [-1.25521, -6.34089, 1.75514], [-1.63567, -7.50114, 2.50166], [-1.79387, -7.45994, 3.89560], [-1.55787, -6.23196, 4.52936], [-1.16174, -5.06991, 3.80677], [-1.73874, -6.16901, 5.95554], [-2.09642, -7.19313, 6.57603], [-1.52085, -5.08540, 6.52414], [-1.90179, -8.77970, 1.88762], [-1.74098, -8.95022, 0.66654], [-2.29170, -9.69692, 2.65112], [-1.12504, -6.43639, 0.67878], [-2.11849, -8.33563, 4.46763], [-0.95121, -4.16146, 4.36478]], "forces_ev_per_a": [[-0.155, -1.239, 1.643], [0.560, -0.254, 0.468], [-0.098, 0.251, -1.433], [-0.108, 0.306, 0.661], [0.326, -0.090, 0.050], [-0.170, 0.018, -0.036], [0.233, 0.637, 0.223], [0.090, -0.463, -0.383], [-0.441, 0.234, -0.193], [-0.310, 0.195, -0.599], [0.055, 0.066, 0.321], [-0.386, 0.200, -0.105], [-0.114, -0.184, 0.161], [-0.012, 0.083, -0.135], [0.001, -0.023, -0.212], [-0.159, -0.008, 0.401], [-0.068, -0.130, -0.348], [0.440, 0.014, 0.117], [-0.145, -0.193, 0.053], [0.010, 0.149, 0.116], [0.111, 0.212, 0.262], [-0.012, -0.368, -0.182], [0.006, 0.459, 0.160], [-0.275, -0.260, 0.350], [-0.100, -0.079, -0.130], [-2.552, 2.066, 0.648], [2.021, -0.636, -1.764], [0.047, -0.329, -0.266], [0.161, -0.585, -0.079], [-0.453, 0.309, -0.113], [0.077, -0.320, 0.930], [0.595, 0.256, 0.218], [0.381, 0.174, 0.156], [-0.224, 1.235, 0.190], [0.552, -0.639, -0.009], [0.805, -0.285, 0.632], [-0.305, -0.302, -0.429], [0.568, 0.421, 0.698], [0.510, -0.073, -1.245], [0.171, -0.661, -1.275], [-0.550, -0.019, 0.546], [0.289, 0.339, -0.286], [0.119, -0.321, 0.492], [0.122, 0.193, 0.768], [-0.549, -0.512, -0.174], [0.395, -0.380, 0.594], [-1.529, 0.431, 0.055], [-0.358, 0.423, -0.280], [0.640, 0.286, -0.497], [-0.061, -0.473, -0.512], [0.038, -0.365, 0.569], [-0.352, -0.256, 0.336], [-0.349, -0.189, -0.284], [-0.190, 0.218, 0.149], [0.347, 0.082, 0.138], [0.156, -0.144, 0.085], [-0.244, -0.094, -0.013], [-0.020, 0.078, -0.067], [0.033, -0.079, -0.201], [0.038, -0.080, -0.153], [0.010, 0.117, 0.142], [0.441, 0.350, -0.440], [0.147, -0.102, 0.263], [-0.307, -0.257, 0.274], [-0.154, -0.113, -0.134], [0.070, -0.238, 0.206], [-0.165, 0.078, -0.076], [-0.240, 0.239, -0.287], [0.130, -0.026, 0.058], [-0.313, -2.266, -0.956], [0.502, 1.346, -0.375], [0.053, 0.175, 1.508], [0.093, -0.101, 0.359], [-0.442, -1.118, 0.421], [0.458, 1.919, 0.770], [-0.024, 0.653, -0.218], [0.386, 0.168, -2.066], [-0.358, -0.726, 0.023], [-0.201, 0.191, 3.022], [0.615, 1.675, -1.460], [-0.298, -1.552, -1.066], [-0.566, -2.866, -0.884], [-0.138, 0.842, 2.034], [0.727, 1.734, -1.538], [-0.126, 0.146, 0.227], [0.238, 0.503, -0.350], [-0.146, -0.073, -0.245]]}

---

No. 2
{"formula": "C4H7N2O2", "method": "ωB97M-V with the def2-TZVPD basis set", "total_charge": 1, "lumo_ev": [-6.37, -6.37], "gap_ev": [6.6, 6.6], "homo_energy_ev": [-12.995, -12.995], "species": ["C", "C", "C", "C", "N", "N", "O", "O", "H", "H", "H", "H", "H", "H", "H"], "coordinates": [[-1.27305, -1.01105, -0.04862], [-2.28729, -0.11895, -0.16759], [0.05771, -0.66164, 0.10689], [2.86514, 0.08216, 0.01162], [0.45550, 0.50977, 0.31085], [-1.97824, 1.08635, 0.16996], [3.83640, 0.99444, -0.10688], [3.16219, -1.13595, -0.21247], [-1.43257, -2.09977, -0.27752], [-3.09445, -0.49538, -0.74196], [0.79045, -1.46583, 0.08650], [-1.01567, 1.20812, 0.37015], [-2.61965, 1.88772, 0.29154], [3.42382, 1.78350, 0.24315], [4.06152, -1.04863, -0.58307]], "forces_ev_per_a": [[-0.764, -3.949, -1.083], [1.492, -1.265, -0.349], [0.833, -0.805, 0.330], [-1.692, 2.017, 0.769], [3.090, 0.485, 0.089], [-2.587, 2.911, 0.115], [-1.497, -2.418, 0.113], [0.627, 1.179, -0.564], [0.052, 1.396, 0.261], [-1.592, 0.421, 0.295], [-0.059, -0.124, -0.100], [0.739, 1.189, 0.721], [0.657, -0.848, -0.498], [0.045, 1.020, 0.014], [0.654, -1.209, -0.112]]}

---

No. 3
{"formula": "C2H6N2S", "method": "ωB97M-V with the def2-TZVPD basis set", "total_charge": 0, "lumo_ev": 0.73, "gap_ev": 9.8, "smiles": "[H]/N=C(/N)SC", "homo_energy_ev": -9.077, "species": ["H", "N", "C", "N", "S", "C", "H", "H", "H", "H", "H"], "coordinates": [[0.99181, -1.23345, 0.74124], [0.85361, -1.52565, -0.20554], [0.25509, -0.64970, -0.79325], [-0.29443, -0.56327, -2.16828], [0.08705, 1.11809, -0.35709], [-0.01074, 1.20919, 1.52724], [-0.40889, -1.60745, -2.49592], [-1.31617, -0.21686, -2.21023], [0.88544, 0.47107, 2.18545], [-1.06511, 0.74421, 1.89018], [0.02235, 2.25382, 1.88620]], "forces_ev_per_a": [[0.786, 0.070, 0.651], [0.288, -2.759, 0.513], [-2.716, 4.718, -3.045], [-1.365, -3.936, 0.476], [-0.061, 0.326, 2.050], [-0.171, -3.561, 1.820], [0.641, 2.494, 0.492], [2.374, -0.368, 0.678], [-2.558, 2.502, -2.245], [2.488, 1.122, -0.925], [0.295, -0.608, -0.465]]}

---

No. 4
{"formula": "C14H3Cl4F6O2S", "method": "ωB97M-V with the def2-TZVPD basis set", "total_charge": -1, "lumo_ev": -0.09, "gap_ev": 3.3, "homo_energy_ev": -3.373, "species": ["Cl", "C", "C", "Cl", "C", "O", "C", "Cl", "C", "Cl", "C", "O", "F", "C", "F", "F", "C", "C", "C", "C", "F", "F", "F", "C", "C", "S", "C", "H", "H", "H"], "coordinates": [[3.03783, 1.55137, -2.98196], [2.59622, -0.00880, -2.40368], [1.66945, -0.74733, -3.06668], [0.90131, -0.11505, -4.47168], [1.32120, -2.08285, -2.63656], [0.50097, -2.75647, -3.24033], [1.98664, -2.58844, -1.45769], [1.64553, -4.19810, -0.95311], [2.89691, -1.84178, -0.78244], [3.66174, -2.47523, 0.62320], [3.26680, -0.51838, -1.22917], [4.11591, 0.13592, -0.64405], [-4.36536, 0.59019, -0.75242], [-3.39003, 1.48820, -0.52353], [-2.75758, 1.78764, -1.67208], [-3.90112, 2.60284, 0.02882], [-2.38752, 0.88392, 0.43196], [-1.67110, 1.69460, 1.29939], [-0.74201, 1.14085, 2.16696], [0.04530, 2.02254, 3.10819], [0.33783, 1.31832, 4.21663], [1.17770, 2.40425, 2.49080], [-0.69739, 3.09931, 3.42066], [-0.51786, -0.21630, 2.16025], [-1.22781, -1.04503, 1.28414], [-0.95519, -2.68110, 1.26779], [-2.16949, -0.47441, 0.42043], [-1.84850, 2.76073, 1.30975], [0.20578, -0.63532, 2.84325], [-2.73616, -1.09608, -0.25686]], "forces_ev_per_a": [[0.068, -0.299, 0.401], [-1.363, 0.255, -2.042], [0.969, 2.271, -0.276], [0.010, -0.425, 0.321], [-1.941, -1.558, -1.075], [0.759, 0.631, 0.359], [1.348, -0.703, 1.983], [-0.104, 0.577, -0.452], [-0.921, -2.060, 0.311], [-0.040, 0.462, -0.365], [1.664, 1.197, 1.476], [-0.589, -0.404, -0.526], [-0.383, 0.805, -0.649], [1.770, -1.219, 1.943], [-0.847, 0.400, -0.486], [-0.597, 0.167, -0.894], [0.145, -0.043, 0.208], [-0.134, 0.963, -0.016], [-0.197, -0.095, -0.137], [-1.567, -1.713, -1.666], [0.490, 0.938, 0.294], [0.330, 0.570, 0.802], [0.804, 0.382, 0.604], [0.073, 0.674, 0.164], [-0.010, 0.401, -0.040], [0.491, -2.364, -0.096], [-0.261, 0.622, -0.188], [-0.027, 0.028, 0.022], [-0.034, -0.246, -0.056], [0.092, -0.215, 0.077]]}

---

No. 5
{"formula": "C3H10NP", "method": "ωB97M-V with the def2-TZVPD basis set", "total_charge": 0, "lumo_ev": 0.03, "gap_ev": 8.9, "smiles": "[H]/N=P/C(C)C.[H][H]", "homo_energy_ev": -8.864, "species": ["H", "N", "P", "C", "C", "C", "H", "H", "H", "H", "H", "H", "H", "H", "H"], "coordinates": [[-1.58143, 0.69792, -2.49772], [-0.79195, 0.45586, -1.87825], [-1.17230, 0.71094, -0.41035], [0.45065, 0.39834, 0.50512], [1.47201, 1.24294, -0.20377], [0.78461, -1.14247, 0.46251], [0.30821, 0.76841, 1.44836], [1.64044, 0.98675, -1.19032], [0.93903, 2.25590, -0.24993], [2.56511, 1.31661, 0.15147], [0.48348, -1.77162, 1.32808], [1.81877, -1.26457, 0.57702], [0.51731, -1.52565, -0.44154], [-3.91237, -1.74574, 0.94359], [-3.52157, -1.38361, 1.45572]], "forces_ev_per_a": [[0.436, -0.366, 0.276], [-0.204, 0.095, -1.541], [-0.054, 0.170, 1.634], [0.092, -2.523, -2.598], [0.668, 2.516, 1.334], [-0.133, 1.643, 3.261], [-0.375, 0.664, 2.648], [-0.253, -0.853, -2.226], [1.531, -0.719, 0.035], [-1.858, -0.018, 0.487], [-0.840, 0.582, -0.625], [1.892, 0.152, -0.260], [-0.901, -1.336, -2.426], [-0.046, -0.052, -0.061], [0.046, 0.046, 0.063]]}

---

No. 6
{"formula": "C6H12O", "method": "ωB97M-V with the def2-TZVPD basis set", "total_charge": 0, "lumo_ev": 0.90, "gap_ev": 10.1, "smiles": "CC1(O)CCCC1", "homo_energy_ev": -9.179, "species": ["C", "C", "O", "C", "C", "C", "C", "H", "H", "H", "H", "H", "H", "H", "H", "H", "H", "H", "H"], "coordinates": [[-0.97361, -1.70793, -0.73870], [-0.60732, -0.31181, -0.31700], [-1.76570, 0.23275, 0.36398], [0.97951, -0.65027, 0.48934], [0.97899, 0.62407, 1.27142], [0.62998, 1.66770, 0.18265], [-0.03285, 0.90336, -1.01116], [-0.91956, -2.24618, 0.21680], [-0.20248, -2.10299, -1.39368], [-1.97879, -1.88352, -1.14324], [-2.54608, -0.32733, 0.20520], [1.03416, -1.60297, 1.03320], [1.90205, -0.67520, -0.15609], [0.14901, 0.49609, 1.96684], [1.87479, 0.89441, 1.83887], [1.52515, 2.17982, -0.17741], [-0.04092, 2.41692, 0.60710], [0.72865, 0.53617, -1.69763], [-0.73497, 1.55693, -1.54050]], "forces_ev_per_a": [[0.133, -0.163, -0.246], [1.141, -0.472, 0.242], [0.718, -0.451, 0.866], [-0.942, 0.090, 0.121], [-0.182, 0.187, 0.165], [0.042, 0.256, -0.033], [0.201, -0.088, -0.151], [-0.155, -0.266, -0.406], [-0.084, -0.271, -0.168], [0.195, 0.328, -0.290], [0.755, 0.075, 0.187], [-0.486, 0.343, 0.204], [-1.392, 0.047, -0.327], [0.037, 0.533, 0.257], [-0.009, -0.157, -0.168], [-0.021, 0.035, 0.098], [0.003, 0.031, -0.242], [0.098, 0.309, -0.182], [-0.050, -0.369, 0.072]]}

---

> Number 6 is which compound?

C6H12O

---

> What is the formula in the fourth record?

C14H3Cl4F6O2S